# 1
Entry from OMol25: 2 unconnected molecules or ions with the total composition C4H12O3 at a distorted geometry (wB97M-V/def2-TZVPD).

Geometry as XYZ:
```
19
Properties=species:S:1:pos:R:3:nbo_charge:R:1
C 1.704 -0.315 1.155 -0.252
O 0.724 -0.122 0.137 -0.571
C -0.620 -0.199 0.634 0.101
C -1.511 0.526 -0.369 -0.628
C -1.060 -1.653 0.771 -0.637
H 1.573 -1.274 1.662 0.174
H 1.660 0.505 1.877 0.173
H 2.689 -0.308 0.682 0.202
H -0.691 0.313 1.601 0.168
H -1.194 1.570 -0.474 0.216
H -2.559 0.512 -0.055 0.214
H -1.434 0.073 -1.364 0.218
H -0.921 -2.195 -0.171 0.217
H -2.113 -1.721 1.063 0.215
H -0.468 -2.178 1.527 0.208
O 1.596 1.773 -1.643 -0.491
O 0.977 1.475 -2.926 -0.472
H 1.273 0.977 -1.163 0.486
H 0.376 2.241 -2.943 0.455
```

As for the structure (SMILES): COC(C)C.OO. As for the charge: 0. For the lowest unoccupied orbital energy, the calculation gives 0.0354 hartree. For the energy above the lowest of the compared OMol25 structures with the same formula, charge and spin, the calculation gives 3.172 eV. Its spin multiplicity is 1. The largest force on an atom comes out at 1.01 eV Å⁻¹.

***

# 2
Entry from OMol25: a molecular structure, C43H38F3N2O3PbSb at a distorted geometry (wB97M-V/def2-TZVPD).

Geometry as XYZ:
```
91
Properties=species:S:1:pos:R:3:mulliken_charge:R:1
Pb 0.442 -0.184 0.025 0.818
C 3.149 0.883 -3.397 -0.269
O 2.785 2.229 -3.661 -0.474
C 1.824 2.895 -2.944 -0.221
C 1.419 4.081 -3.523 -0.646
C 0.462 4.902 -2.928 -0.838
C -0.098 4.517 -1.737 -0.904
C 0.276 3.311 -1.121 0.422
C -0.337 3.021 0.150 -0.694
N -0.373 1.893 0.771 0.771
N -1.003 1.910 1.995 -0.604
C -0.975 0.770 2.634 0.152
O -0.437 -0.322 2.213 -0.378
C -1.645 0.744 3.963 0.324
C -1.472 -0.368 4.781 -0.321
C -2.065 -0.416 6.033 -0.827
C -2.844 0.644 6.472 -0.408
C -3.040 1.745 5.649 -0.731
C -2.446 1.798 4.399 -0.199
C 1.274 2.475 -1.699 1.152
O 1.722 1.414 -1.087 -0.352
H 3.814 0.605 -4.215 0.322
H 2.284 0.218 -3.396 0.079
H 3.668 0.779 -2.446 -0.015
H 1.880 4.360 -4.462 0.478
H 0.170 5.828 -3.405 0.382
H -0.842 5.144 -1.259 0.416
H -0.846 3.848 0.648 0.375
H -0.858 -1.182 4.421 0.392
H -1.927 -1.281 6.669 0.408
H -3.298 0.616 7.455 0.411
H -3.665 2.564 5.985 0.408
H -2.581 2.650 3.748 0.444
C -0.193 -3.777 1.718 -1.087
C -0.609 -4.396 0.380 0.248
C -1.777 -5.370 0.572 -1.594
C -0.953 -3.328 -0.635 0.771
C -1.990 -2.425 -0.412 0.009
C -2.282 -1.430 -1.335 -0.925
C -1.549 -1.300 -2.516 0.921
C -1.837 -0.183 -3.483 -1.389
C -0.529 -2.216 -2.748 -0.584
C -0.239 -3.212 -1.823 -0.803
H 0.034 -4.562 2.442 0.513
H -0.986 -3.150 2.128 0.210
H 0.695 -3.150 1.604 -0.062
H 0.239 -4.965 -0.011 0.465
H -2.654 -4.852 0.963 0.306
H -1.503 -6.154 1.279 0.454
H -2.049 -5.838 -0.375 0.395
H -2.579 -2.490 0.496 0.262
H -3.101 -0.746 -1.143 0.314
H -2.911 -0.040 -3.606 0.416
H -1.397 -0.383 -4.459 0.396
H -1.418 0.758 -3.115 0.157
H 0.047 -2.151 -3.664 0.344
H 0.563 -3.912 -2.031 0.359
F 7.961 -2.359 3.283 -0.345
C 6.819 -1.720 2.977 0.318
C 5.830 -2.409 2.305 -0.520
C 4.658 -1.736 1.986 -0.643
C 4.485 -0.403 2.339 -0.154
C 5.500 0.260 3.023 -0.084
C 6.676 -0.396 3.348 -0.715
Sb 2.700 0.662 1.781 1.241
C 2.309 1.360 3.774 0.331
C 2.602 0.506 4.834 -0.479
C 2.330 0.878 6.140 -0.649
C 1.755 2.112 6.369 0.320
F 1.482 2.477 7.634 -0.366
C 1.449 2.981 5.342 -0.789
C 1.724 2.593 4.040 -0.256
C 3.731 2.304 0.880 0.659
C 3.239 3.603 0.888 -0.226
C 3.839 4.592 0.121 -0.819
C 4.925 4.254 -0.661 0.345
F 5.505 5.204 -1.414 -0.372
C 5.436 2.971 -0.696 -0.695
C 4.826 1.996 0.078 -0.739
H 5.986 -3.446 2.040 0.447
H 3.873 -2.265 1.457 0.353
H 5.369 1.298 3.306 0.458
H 7.476 0.104 3.878 0.442
H 3.062 -0.457 4.644 0.452
H 2.552 0.225 6.975 0.454
H 0.992 3.936 5.564 0.465
H 1.452 3.263 3.236 0.176
H 2.370 3.862 1.477 0.077
H 3.466 5.607 0.111 0.483
H 6.284 2.747 -1.329 0.462
H 5.211 0.983 0.053 0.398
```

As for the charge: 0. For the lowest unoccupied orbital energy, the calculation gives 0.0013 hartree. For the energy above the lowest of the compared OMol25 structures with the same formula, charge and spin, the calculation gives 0.482 eV. Its spin multiplicity is 1. The largest force on an atom comes out at 1.48 eV Å⁻¹.

***

# 3
Entry from OMol25: C5H10N2O in the gas phase at a distorted geometry (wB97M-V/def2-TZVPD).

Geometry as XYZ:
```
18
Properties=species:S:1:pos:R:3:nbo_charge:R:1
C -0.303 0.750 -0.051 0.012
C -0.833 0.851 1.361 -0.642
C -1.337 0.916 -1.138 -0.648
C 2.374 -0.049 -0.325 0.192
C -0.454 -1.932 -0.411 -0.108
O 3.620 -0.096 0.124 -0.681
N 1.562 -0.976 0.101 -0.529
N 0.277 -0.887 -0.181 -0.048
H 3.788 -0.876 0.692 0.446
H 0.512 1.458 -0.197 0.260
H -0.045 0.655 2.083 0.235
H -1.210 1.861 1.536 0.226
H -1.641 0.140 1.525 0.205
H -1.641 1.965 -1.176 0.230
H -2.221 0.305 -0.960 0.202
H -0.915 0.659 -2.110 0.235
H -0.009 -2.914 -0.446 0.218
H -1.523 -1.829 -0.426 0.194
```

As for the charge: 0. For the lowest unoccupied orbital energy (spin up / spin down), the calculation gives 0.0117 / 0.0117 hartree. For the energy above the lowest of the compared OMol25 structures with the same formula, charge and spin, the calculation gives 4.711 eV. Its spin multiplicity is 1. The largest force on an atom comes out at 2.70 eV Å⁻¹.

***

# 4
Entry from OMol25: a molecular structure, C23H33AsF6N2OS4Tc at a distorted geometry (wB97M-V/def2-TZVPD).

Geometry as XYZ:
```
71
Properties=species:S:1:pos:R:3:mulliken_charge:R:1
Tc 0.725 -0.881 -0.054 0.223
C -0.365 0.332 -1.643 -1.432
C -1.276 0.642 -0.569 0.205
C -0.561 1.527 0.316 0.707
C 0.752 1.717 -0.246 -0.036
C 0.867 1.087 -1.488 0.449
C 1.803 1.483 -2.594 1.556
C 1.068 2.643 -3.301 -1.560
C 2.045 0.352 -3.596 -1.693
C 3.135 2.010 -2.059 -1.691
C -0.990 2.327 1.520 2.150
C -1.477 1.462 2.700 -1.513
C 0.153 3.206 2.052 -2.133
C -2.110 3.289 1.066 -1.836
C -2.731 0.229 -0.742 1.494
C -3.531 -0.023 0.539 -1.805
C -3.410 1.350 -1.553 -1.549
C -2.821 -1.057 -1.584 -1.866
H -0.676 -0.060 -2.598 0.823
H 1.510 2.342 0.188 0.654
H 0.123 2.312 -3.718 0.344
H 1.688 3.025 -4.108 0.473
H 0.874 3.452 -2.602 0.335
H 1.127 -0.167 -3.852 0.328
H 2.749 -0.373 -3.192 0.206
H 2.464 0.760 -4.512 0.478
H 2.987 2.892 -1.441 0.381
H 3.774 2.293 -2.893 0.458
H 3.649 1.254 -1.471 0.299
H -0.654 1.270 3.386 0.271
H -1.884 0.510 2.385 0.032
H -2.235 2.003 3.260 0.480
H 1.028 2.613 2.312 0.295
H -0.187 3.695 2.962 0.455
H 0.432 3.977 1.336 0.421
H -3.074 2.797 0.994 0.262
H -1.870 3.742 0.105 0.350
H -2.201 4.080 1.806 0.577
H -3.567 0.847 1.181 0.271
H -3.127 -0.869 1.092 0.196
H -4.556 -0.272 0.273 0.593
H -3.485 2.270 -0.986 0.253
H -4.413 1.032 -1.825 0.467
H -2.855 1.559 -2.465 0.288
H -2.174 -1.837 -1.191 0.300
H -2.573 -0.876 -2.625 0.342
H -3.845 -1.419 -1.563 0.510
O 4.746 -6.207 -0.897 -0.444
C 4.141 -5.191 -0.916 0.599
S 2.677 -4.928 -1.916 -0.072
C 2.350 -3.315 -1.356 0.320
C 3.239 -2.773 -0.454 0.205
S 3.048 -1.172 0.141 -0.097
S 4.582 -3.752 0.051 -0.039
S 1.003 -2.426 -1.938 -0.326
N -0.692 -2.437 2.070 0.112
C -1.403 -3.514 2.398 -0.177
C -1.538 -4.282 1.253 -1.183
C -0.860 -3.578 0.270 -0.829
N -0.332 -2.456 0.781 0.810
H -0.387 -1.702 2.701 -0.166
H -1.763 -3.671 3.396 0.506
H -2.058 -5.209 1.144 0.481
H -0.754 -3.826 -0.769 0.617
F 0.957 -0.125 2.099 0.102
As 2.069 -0.583 3.707 2.008
F 0.490 -1.089 4.346 -0.513
F 2.092 -2.141 2.811 -0.461
F 2.938 -1.166 5.012 -0.399
F 3.410 -0.003 2.790 -0.445
F 1.741 1.002 4.270 -0.424
```

As for the charge: +1. For the lowest unoccupied orbital energy (spin up / spin down), the calculation gives -0.2263 / -0.2261 hartree. For the energy above the lowest of the compared OMol25 structures with the same formula, charge and spin, the calculation gives 1.494 eV. Its spin multiplicity is 1. The largest force on an atom comes out at 4.27 eV Å⁻¹.

***

What is the energy above the lowest of the compared OMol25 structures with the same formula, charge and spin in the first record?
3.172 eV